Record 1
C47H124N8O14 | ωB97M-V/def2-TZVPD

Summary:
orbital gap = 8.8 eV
2S+1 = 1
E_HOMO = -8.6 eV
relative energy (zero: lowest compared OMol25 entry of this formula, charge and spin) = 13.8 kcal per mole
SMILES = COC[C@H](C)N.COC[C@H](C)N.COC[C@H](C)N.COC[C@H](C)N.COC[C@H](C)N.COCCNCCOC.COCCNCCOC.COCCNCCOC.CC(C)O.CC(C)O.CC(C)O
molar mass = 1025.55 g mol⁻¹
total energy = -91329.9342 eV
net charge = 0
E_LUMO = 0.00855 Ha

CARTESIAN COORDINATES (ANGSTROEM)
C  -2.021  -0.211  8.219
O  -0.992  -0.906  7.576
C  -1.382  -1.827  6.593
C  -1.609  -1.128  5.259
C  -2.038  -2.064  4.152
N  -0.409  -0.392  4.856
H  -2.765  0.223  7.538
H  -1.532  0.603  8.755
H  -2.560  -0.813  8.961
H  -0.518  -2.485  6.471
H  -2.291  -2.398  6.814
H  -2.450  -0.436  5.459
H  -2.072  -1.531  3.197
H  -3.081  -2.374  4.295
H  -1.425  -2.963  4.074
H  -0.606  0.205  4.054
H  -0.229  0.266  5.618
C  -1.408  1.871  2.606
O  -0.518  0.915  2.083
C  -0.926  0.336  0.866
C  0.233  -0.494  0.369
C  0.093  -0.933  -1.083
N  0.488  -1.664  1.244
H  -0.900  2.302  3.469
H  -2.342  1.400  2.956
H  -1.696  2.644  1.889
H  -1.836  -0.265  1.007
H  -1.097  1.151  0.148
H  1.134  0.135  0.389
H  0.034  -0.071  -1.754
H  -0.846  -1.487  -1.193
H  0.936  -1.533  -1.423
H  0.344  -1.318  2.193
H  -0.295  -2.335  1.104
C  2.774  3.753  2.928
O  3.414  2.569  3.270
C  2.558  1.441  3.124
C  3.286  0.229  3.650
C  4.557  -0.085  2.880
N  2.438  -1.003  3.614
H  1.780  3.806  3.395
H  2.615  3.823  1.838
H  3.362  4.634  3.177
H  1.618  1.641  3.657
H  2.334  1.361  2.047
H  3.507  0.387  4.712
H  5.296  0.716  2.836
H  4.242  -0.258  1.837
H  5.035  -1.009  3.194
H  1.944  -1.034  2.716
H  1.642  -0.793  4.230
C  -2.814  -0.594  -4.117
O  -1.902  0.352  -3.559
C  -2.128  1.690  -3.930
C  -2.142  2.468  -2.622
C  -3.177  1.878  -1.684
N  -2.401  3.912  -2.742
H  -2.328  -1.070  -4.972
H  -3.764  -0.138  -4.387
H  -2.941  -1.366  -3.357
H  -1.302  2.061  -4.552
H  -3.072  1.861  -4.462
H  -1.160  2.419  -2.148
H  -2.877  0.937  -1.223
H  -4.173  1.773  -2.117
H  -3.236  2.541  -0.814
H  -1.874  4.308  -3.523
H  -3.363  4.079  -3.048
C  -0.564  -4.072  -2.583
O  -1.426  -4.513  -3.634
C  -2.138  -5.682  -3.336
C  -1.248  -6.858  -3.019
C  -0.429  -7.245  -4.231
N  -2.150  -7.996  -2.706
H  -1.073  -4.105  -1.614
H  -0.263  -3.057  -2.819
H  0.311  -4.727  -2.590
H  -2.849  -5.451  -2.517
H  -2.801  -5.920  -4.168
H  -0.587  -6.684  -2.164
H  -1.027  -7.403  -5.125
H  0.163  -8.118  -3.955
H  0.248  -6.421  -4.473
H  -1.581  -8.811  -2.496
H  -2.738  -7.837  -1.895
C  6.768  0.099  -7.009
O  6.064  1.178  -6.460
C  6.603  1.635  -5.241
C  5.848  2.872  -4.794
N  4.408  2.722  -4.594
C  4.053  1.748  -3.546
C  2.627  1.324  -3.752
O  2.528  0.553  -4.916
C  1.240  0.161  -5.231
H  7.779  0.424  -7.289
H  6.252  -0.263  -7.894
H  6.832  -0.719  -6.278
H  7.642  1.964  -5.428
H  6.599  0.834  -4.490
H  5.964  3.654  -5.551
H  6.296  3.295  -3.890
H  3.993  2.320  -5.434
H  4.201  2.206  -2.567
H  4.647  0.825  -3.636
H  2.034  2.252  -3.883
H  2.181  0.841  -2.870
H  1.257  -0.495  -6.101
H  0.579  1.001  -5.489
H  0.741  -0.396  -4.426
C  -2.630  -3.767  0.751
O  -1.258  -3.829  1.050
C  -0.800  -5.155  1.253
C  0.621  -5.167  1.750
N  1.586  -4.528  0.878
C  2.811  -4.336  1.621
C  3.808  -3.481  0.864
O  4.968  -3.448  1.658
C  5.972  -2.644  1.118
H  -2.841  -4.382  -0.134
H  -2.814  -2.740  0.437
H  -3.243  -4.085  1.596
H  -0.993  -5.870  0.441
H  -1.411  -5.575  2.075
H  0.919  -6.202  1.950
H  0.629  -4.701  2.754
H  1.221  -3.585  0.724
H  3.279  -5.296  1.874
H  2.630  -3.895  2.616
H  3.397  -2.467  0.749
H  3.973  -3.958  -0.111
H  5.665  -1.591  1.034
H  6.261  -2.960  0.104
H  6.879  -2.724  1.713
C  -2.420  4.456  5.315
O  -3.625  3.895  4.919
C  -3.877  2.643  5.494
C  -5.289  2.291  5.157
N  -5.376  2.105  3.735
C  -6.679  1.699  3.247
C  -6.712  1.699  1.747
O  -6.825  3.031  1.262
C  -6.752  3.069  -0.135
H  -2.394  4.749  6.376
H  -2.259  5.398  4.787
H  -1.571  3.799  5.089
H  -3.723  2.781  6.574
H  -3.203  1.854  5.140
H  -5.940  3.092  5.547
H  -5.625  1.387  5.672
H  -5.084  2.969  3.289
H  -7.436  2.442  3.570
H  -7.034  0.749  3.648
H  -7.614  1.148  1.427
H  -5.830  1.200  1.322
H  -7.706  2.731  -0.565
H  -5.948  2.436  -0.529
H  -6.590  4.075  -0.521
C  -3.822  4.279  1.421
C  -3.029  5.301  0.635
C  -2.641  6.518  1.453
O  -1.825  4.683  0.116
H  -3.917  3.308  0.935
H  -4.864  4.608  1.473
H  -3.351  4.191  2.400
H  -3.576  5.630  -0.260
H  -1.922  6.211  2.215
H  -3.543  6.961  1.877
H  -2.169  7.261  0.813
H  -1.968  4.437  -0.819
C  2.473  -3.256  -4.196
C  3.713  -2.896  -5.015
C  4.985  -3.077  -4.215
O  3.745  -3.771  -6.156
H  2.631  -2.921  -3.169
H  2.465  -4.353  -4.168
H  1.535  -2.938  -4.641
H  3.571  -1.851  -5.324
H  5.010  -2.343  -3.402
H  5.883  -2.974  -4.825
H  4.986  -4.038  -3.693
H  4.649  -3.798  -6.482
C  2.755  4.884  -1.305
C  1.327  4.527  -0.973
C  1.171  3.044  -0.622
O  0.963  5.278  0.206
H  3.418  4.583  -0.490
H  2.860  5.968  -1.391
H  3.080  4.441  -2.249
H  0.676  4.845  -1.802
H  1.800  2.781  0.230
H  1.486  2.466  -1.500
H  0.149  2.812  -0.322
H  0.032  5.048  0.392

Results of the Mulliken charge analysis, in e, for atoms 1 through 2: atom 1 (C): -0.562, atom 2 (O): -0.338

Record 2
C3H16N2O3 | ωB97M-V/def2-TZVPD

Summary:
orbital gap = 9.9 eV
2S+1 = 1
E_HOMO = -9.1 eV
relative energy (zero: lowest compared OMol25 entry of this formula, charge and spin) = 15.4 kcal per mole
SMILES = NCCCN.O.O.O
molar mass = 128.17 g mol⁻¹
total energy = -12493.0590 eV
net charge = 0
E_LUMO = 0.02987 Ha

CARTESIAN COORDINATES (ANGSTROEM)
N  1.165  0.539  1.885
C  1.517  1.040  0.554
C  0.188  1.122  -0.258
C  0.376  1.648  -1.711
N  0.819  0.550  -2.569
H  1.710  0.815  2.690
H  1.104  -0.465  1.844
H  1.880  2.053  0.700
H  2.226  0.366  0.059
H  -0.629  1.836  0.146
H  -0.236  0.095  -0.321
H  -0.570  2.076  -2.026
H  1.127  2.440  -1.582
H  1.451  0.879  -3.273
H  0.033  0.039  -2.982
O  -1.956  0.440  1.904
H  -1.003  0.480  1.710
H  -2.354  1.334  1.793
O  0.907  -2.332  -0.326
H  0.012  -2.681  -0.245
H  1.078  -2.128  -1.249
O  -2.434  -2.293  0.256
H  -2.111  -2.654  1.091
H  -2.578  -1.350  0.446

Results of the Mulliken charge analysis, in e, for atoms 1 through 2: atom 1 (N): -0.573, atom 2 (C): -0.331

Record 3
C5H7NO | ωB97M-V/def2-TZVPD

Summary:
orbital gap = 11.2 eV
2S+1 = 1
E_HOMO = -10.4 eV
relative energy (zero: lowest compared OMol25 entry of this formula, charge and spin) = 17.4 kcal per mole
SMILES = C[C@H](C#N)CC=O
molar mass = 97.12 g mol⁻¹
total energy = -8835.4463 eV
net charge = 0
E_LUMO = 0.02711 Ha

CARTESIAN COORDINATES (ANGSTROEM)
C  -1.321  -1.207  0.176
C  -0.472  0.067  0.268
C  -1.180  1.190  -0.371
N  -1.761  2.044  -0.891
C  0.917  -0.095  -0.363
C  1.929  0.890  0.186
O  1.808  1.466  1.239
H  -2.310  -1.045  0.612
H  -0.835  -2.020  0.725
H  -1.457  -1.520  -0.864
H  -0.329  0.332  1.322
H  1.295  -1.110  -0.148
H  0.878  -0.013  -1.457
H  2.838  1.020  -0.434

Results of the Mulliken charge analysis, in e, for atoms 1 through 2: atom 1 (C): -1.484, atom 2 (C): 0.597

Record 4
C36H87ClF3N21O13P | ωB97M-V/def2-TZVPD

Summary:
orbital gap = 8.3 eV
2S+1 = 1
E_HOMO = -10.3 eV
molar mass = 1145.65 g mol⁻¹
total energy = -126619.4219 eV
net charge = +1
E_LUMO = -0.07079 Ha

CARTESIAN COORDINATES (ANGSTROEM)
C  -6.397  2.026  3.235
C  -5.890  1.160  2.352
C  -6.327  1.252  0.913
O  -6.909  0.363  0.347
O  -5.991  2.422  0.304
C  -5.286  2.181  -0.930
C  -4.718  3.486  -1.457
C  -3.992  3.199  -2.786
C  -2.488  2.870  -2.584
C  -2.159  1.414  -2.961
C  -0.643  1.162  -2.895
C  -0.163  1.205  -1.417
C  0.332  -0.129  -0.847
Cl  -0.824  -0.791  0.367
C  1.764  -0.220  -0.303
C  2.659  1.028  -0.271
O  2.791  1.395  1.085
C  4.035  1.029  1.690
C  4.259  1.936  2.914
C  5.174  3.150  2.654
C  2.199  2.196  -1.175
C  2.476  1.897  -2.688
C  3.846  2.363  -3.262
C  2.362  0.423  -3.164
C  3.574  -0.516  -2.961
C  3.007  3.465  -0.784
F  4.312  3.171  -0.750
F  2.762  4.450  -1.683
F  2.729  4.016  0.419
N  0.685  2.436  -1.080
P  0.002  3.352  0.341
C  -0.591  5.018  -0.145
C  -0.727  5.847  1.142
C  -0.897  2.455  1.645
C  -0.045  1.737  2.688
H  -5.860  2.283  4.140
H  -7.357  2.477  3.010
H  -5.191  0.381  2.634
H  -5.981  1.750  -1.652
H  -4.486  1.448  -0.767
H  -4.041  3.927  -0.724
H  -5.560  4.163  -1.607
H  -4.148  4.008  -3.497
H  -4.452  2.306  -3.219
H  -2.281  3.036  -1.521
H  -1.887  3.580  -3.160
H  -2.532  1.250  -3.970
H  -2.664  0.795  -2.216
H  -0.456  0.186  -3.341
H  -0.165  1.928  -3.510
H  -1.103  1.381  -0.899
H  0.262  -0.855  -1.650
H  1.731  -0.619  0.708
H  2.283  -0.979  -0.884
H  3.649  0.766  -0.643
H  3.928  0.007  2.058
H  4.895  1.158  1.029
H  3.271  2.308  3.191
H  4.649  1.359  3.751
H  5.792  2.977  1.770
H  4.625  4.074  2.485
H  5.851  3.327  3.490
H  1.778  2.457  -3.317
H  3.889  3.430  -3.432
H  4.707  2.008  -2.705
H  3.924  1.921  -4.254
H  1.469  -0.115  -2.858
H  2.244  0.518  -4.245
H  3.983  -0.856  -3.910
H  4.412  -0.120  -2.391
H  3.265  -1.431  -2.451
H  0.497  3.074  -1.862
H  -1.577  5.005  -0.619
H  0.102  5.482  -0.846
H  -0.862  6.899  0.892
H  0.140  5.736  1.791
H  -1.619  5.539  1.688
H  -1.677  1.800  1.240
H  -1.466  3.231  2.165
H  -0.661  1.546  3.567
H  0.779  2.378  3.002
H  0.398  0.811  2.334
C  -1.227  -4.870  -0.436
O  -0.228  -4.459  -1.020
N  -2.156  -4.011  0.093
N  -1.503  -6.182  -0.251
H  -2.992  -4.313  0.564
H  -1.962  -3.035  0.003
H  -0.858  -6.849  -0.629
H  -2.319  -6.496  0.260
C  1.857  4.376  -5.867
O  1.643  3.266  -5.387
N  1.250  4.786  -7.015
N  2.707  5.280  -5.304
H  1.406  5.682  -7.435
H  0.623  4.141  -7.459
H  3.176  5.018  -4.458
H  2.888  6.185  -5.695
C  7.172  -2.159  -3.429
O  7.176  -0.960  -3.684
N  7.951  -2.703  -2.443
N  6.388  -3.040  -4.097
H  7.956  -3.679  -2.220
H  8.548  -2.084  -1.930
H  5.798  -2.678  -4.824
H  6.358  -4.021  -3.901
C  -9.971  1.910  4.742
O  -9.452  3.004  4.595
N  -10.911  1.670  5.703
N  -9.647  0.835  3.959
H  -11.350  0.780  5.840
H  -11.169  2.438  6.293
H  -8.968  0.984  3.237
H  -10.057  -0.075  4.059
C  -5.954  -2.068  5.321
O  -6.769  -2.889  4.945
N  -6.216  -0.725  5.333
N  -4.704  -2.423  5.760
H  -5.559  -0.033  5.634
H  -7.123  -0.432  5.017
H  -4.484  -3.402  5.768
H  -4.022  -1.766  6.083
C  2.610  -2.911  3.119
O  3.337  -2.039  2.662
N  2.903  -3.564  4.279
N  1.457  -3.313  2.501
H  2.331  -4.290  4.667
H  3.745  -3.301  4.755
H  1.218  -2.873  1.631
H  0.866  -4.043  2.853
C  3.006  -4.668  -4.662
O  3.697  -3.700  -4.946
N  2.088  -4.639  -3.652
N  3.099  -5.852  -5.335
H  1.507  -5.416  -3.400
H  1.995  -3.783  -3.139
H  3.760  -5.902  -6.088
H  2.543  -6.657  -5.121
C  -4.375  -7.272  2.253
O  -3.946  -6.715  1.241
N  -3.549  -7.848  3.166
N  -5.702  -7.338  2.523
H  -3.871  -8.297  4.002
H  -2.561  -7.815  2.992
H  -6.329  -6.914  1.865
H  -6.079  -7.779  3.340
C  -1.193  -5.090  4.586
O  -1.211  -6.166  5.155
N  -1.776  -4.892  3.370
N  -0.580  -3.985  5.128
H  -1.769  -4.018  2.880
H  -2.237  -5.676  2.946
H  -0.150  -4.096  6.027
H  -0.566  -3.085  4.685
C  9.038  2.845  -2.389
O  9.465  3.978  -2.518
N  8.406  2.170  -3.392
N  9.153  2.150  -1.211
H  8.047  1.235  -3.299
H  8.303  2.645  -4.268
H  9.613  2.611  -0.450
H  8.810  1.217  -1.086

Results of the Mulliken charge analysis, in e, for atoms 1 through 2: atom 1 (C): -1.008, atom 2 (C): -0.095

What is the total energy in the fourth record? -126619.4219 eV

Which formula does entry 1 have? C47H124N8O14

The highest E_LUMO belongs to which entry? C3H16N2O3